# 1
This record from OMol25 describes C6H7NS in the gas phase in a non-equilibrium geometry. The level of theory is the ωB97M-V functional and the def2-TZVPD basis.

Results
Multiplicity: 1
Highest occupied orbital energy (eV): -8.41

```
15
Properties=species:S:1:pos:R:3:lowdin_charge:R:1
S -0.96 1.91 0.09 0.670
N -1.10 -0.69 -0.49 -0.111
C -2.37 -1.04 0.10 -0.114
C 1.05 0.11 -0.08 -0.055
C -1.19 -1.93 0.24 -0.103
C 2.25 -0.12 -0.03 -0.050
C 3.69 -0.37 0.06 -0.096
C -0.35 0.39 -0.17 -0.844
H -0.67 -2.01 1.21 0.122
H -3.17 -1.31 -0.62 0.125
H -1.11 -2.86 -0.37 0.116
H -2.68 -0.47 0.94 0.089
H 4.23 0.53 -0.36 0.100
H 3.99 -0.47 1.06 0.055
H 3.95 -1.32 -0.47 0.095
```

=====

# 2
This record from OMol25 describes a molecular structure, C22H14FN3O2Pt. The level of theory is the ωB97M-V functional and the def2-TZVPD basis.

Results
Multiplicity: 5
Highest occupied orbital energy (spin up / spin down) (eV): -14.70 / -15.47
Charge: +2
<S²>: 6.03

```
43
Properties=species:S:1:pos:R:3:lowdin_charge:R:1
Pt -0.03 -1.17 -0.61 1.298
F -5.97 -1.40 -1.44 0.184
O 4.01 5.34 1.37 0.209
O 2.44 5.32 3.07 0.206
N 1.83 -0.96 -1.76 -0.064
N -0.63 -1.12 1.56 -0.020
N 1.02 0.47 0.27 -0.001
C 2.50 0.20 -1.57 -0.196
C -4.68 -1.30 -1.36 -0.205
C -2.54 -2.29 -1.70 -0.070
C 2.68 2.14 0.08 0.038
C -1.99 -0.41 3.86 0.002
C 3.26 -1.48 -3.59 -0.004
C -1.94 -1.11 -1.14 -0.287
C 1.18 2.06 2.02 0.036
C 2.20 -1.78 -2.74 -0.088
C 3.56 0.56 -2.38 0.033
C -0.43 0.09 2.12 -0.203
C 2.06 1.00 -0.39 -0.172
C -2.17 -1.67 3.30 -0.006
C 3.22 5.33 2.22 -0.426
C -2.77 0.02 -0.83 -0.063
C -1.48 -1.98 2.14 -0.092
C 0.59 0.93 1.46 -0.178
C -1.10 0.47 3.27 0.028
C -3.90 -2.40 -1.77 0.046
C -4.13 -0.08 -0.91 0.046
C 2.18 2.61 1.26 0.146
C 3.94 -0.30 -3.40 0.009
H -0.93 1.45 3.69 0.126
H 1.64 -2.70 -2.85 0.121
H 4.77 -0.03 -4.05 0.134
H -2.84 -2.39 3.74 0.128
H -2.32 0.95 -0.52 0.114
H 3.52 2.61 -0.42 0.128
H -1.60 -2.94 1.65 0.125
H -4.39 -3.28 -2.15 0.145
H -2.52 -0.13 4.76 0.133
H -4.79 0.73 -0.65 0.144
H -1.93 -3.11 -2.04 0.111
H 0.89 2.46 2.98 0.128
H 3.53 -2.18 -4.37 0.130
H 4.08 1.49 -2.21 0.126
```

=====

# 3
This record from OMol25 describes a molecular structure, C13H10CuFNO7 in a non-equilibrium geometry. The level of theory is the ωB97M-V functional and the def2-TZVPD basis.

Results
Multiplicity: 1
Highest occupied orbital energy (eV): -3.48
Charge: -1

```
33
Properties=species:S:1:pos:R:3:lowdin_charge:R:1
Cu 0.33 -0.65 0.95 0.494
F 0.47 1.70 1.39 0.082
O -3.88 -5.34 -0.34 -0.076
O -1.65 -0.46 -0.23 -0.034
O 1.92 4.43 0.68 0.105
O -5.22 -3.03 -1.71 -0.092
O 3.93 4.13 1.74 0.075
O 1.97 3.08 2.36 0.136
O -0.22 -2.75 0.28 -0.055
N 1.14 -0.18 -1.65 0.035
C 2.70 0.80 -0.43 -0.136
C -1.44 -2.81 0.15 -0.381
C 2.68 3.90 1.58 -0.551
C 2.77 -0.58 -0.23 -0.150
C -4.05 -2.97 -1.11 -0.346
C 0.63 2.92 1.91 -0.295
C 1.77 1.06 -1.40 -0.108
C -2.18 -1.52 -0.40 -0.399
C -3.36 -4.15 -0.40 -0.361
C 0.56 4.02 0.90 -0.028
C 1.94 -1.23 -1.09 -0.094
C -2.14 -4.03 0.18 -0.037
C -3.35 -1.78 -1.18 -0.026
H 3.28 1.48 0.17 0.097
H 1.36 2.00 -1.73 0.105
H 3.52 -1.16 0.29 0.105
H -3.83 -1.01 -1.76 0.095
H -0.02 4.89 1.20 0.147
H 1.72 -2.27 -1.27 0.120
H 0.33 -0.34 -2.22 0.147
H -0.10 3.10 2.70 0.176
H -1.75 -4.90 0.68 0.106
H 0.19 3.63 -0.04 0.143
```

=====

# 4
This record from OMol25 describes a molecular structure, C18H15F3MoS3SbSe2Te3 in a non-equilibrium geometry. The level of theory is the ωB97M-V functional and the def2-TZVPD basis.

Results
Multiplicity: 2
Highest occupied orbital energy (spin up / spin down) (eV): -1.69 / -1.74
Charge: -2
<S²>: 1.20

```
46
Properties=species:S:1:pos:R:3:lowdin_charge:R:1
Te 1.07 4.90 2.49 0.019
Te 1.01 5.93 -0.04 0.036
Te 1.75 -0.78 0.76 0.946
Sb 6.01 0.69 -1.45 0.135
Mo 3.18 2.60 -0.43 0.136
Se 2.54 2.87 1.98 -0.267
Se 3.26 4.96 -0.78 -0.195
S 4.42 2.31 -2.45 -0.218
S 5.63 -1.22 -2.63 -0.457
S 4.27 0.73 0.46 -0.394
F -4.48 1.74 -5.92 0.116
F -4.09 3.85 -6.06 0.109
F -5.43 3.10 -4.56 0.110
C 1.38 2.35 -1.25 -0.304
C -2.72 3.79 -3.44 -0.019
C 2.00 -1.23 4.14 -0.083
C -0.06 -3.11 1.58 -0.346
C -0.45 -3.03 0.14 -0.133
C -0.62 -4.09 2.39 -0.037
C -0.89 2.51 -2.53 -0.234
C 0.83 -2.18 2.11 -0.507
C -1.63 3.70 -2.61 -0.011
C -1.33 1.39 -3.28 -0.008
C 0.28 2.43 -1.78 -0.122
C 1.10 -2.23 3.48 -0.324
C -0.31 -4.18 3.74 -0.295
C -0.87 -5.28 4.59 -0.071
C -3.11 2.69 -4.22 -0.140
C 0.54 -3.23 4.27 -0.039
C -2.41 1.49 -4.11 -0.020
C -4.25 2.83 -5.16 -0.569
H 0.43 -3.08 -0.49 0.042
H -0.93 -2.08 -0.05 0.064
H -0.06 -5.88 5.02 0.072
H -2.73 0.64 -4.69 0.111
H 1.55 -0.87 5.07 0.075
H -1.30 -4.81 1.95 0.102
H -0.77 0.47 -3.20 0.121
H -1.46 -4.87 5.41 0.071
H -1.13 -3.84 -0.13 0.066
H -1.51 -5.94 4.01 0.063
H 0.77 -3.25 5.33 0.112
H 2.97 -1.67 4.38 0.084
H -3.29 4.71 -3.51 0.118
H 2.17 -0.37 3.49 0.011
H -1.31 4.55 -2.02 0.076
```

=====

# 5
This record from OMol25 describes 9 unconnected molecules or ions with the total composition C9H36N18O9 in a non-equilibrium geometry. The level of theory is the ωB97M-V functional and the def2-TZVPD basis.

Results
Multiplicity: 1
Highest occupied orbital energy (eV): -9.22

```
72
Properties=species:S:1:pos:R:3:lowdin_charge:R:1
O -1.26 -2.38 -5.93 0.018
O 3.93 -1.41 -2.24 0.029
O 3.07 4.09 1.08 -0.013
O -1.68 0.90 -0.93 -0.039
O 1.14 0.91 3.06 -0.019
O -1.83 -2.44 -1.11 -0.061
O -0.99 4.75 -1.46 -0.011
O -1.50 2.93 6.52 0.006
O 0.42 -3.44 2.15 0.004
N -1.77 -0.92 -4.27 0.164
N -2.96 5.85 -1.59 0.159
N -0.32 2.87 4.58 0.152
N -0.12 -0.52 -0.04 0.196
N -1.01 -3.01 -3.75 0.137
N 3.40 0.95 2.83 0.182
N 0.82 -3.83 -0.07 0.175
N -0.82 0.93 5.68 0.150
N -0.17 1.66 0.58 0.204
N -3.64 -1.42 -0.25 0.188
N -2.94 3.57 -1.44 0.171
N -3.32 -3.67 0.11 0.181
N 0.89 4.61 0.67 0.148
N 2.25 -0.96 2.30 0.169
N 3.69 -3.29 -3.47 0.145
N 1.72 -5.19 1.53 0.157
N 2.20 3.71 -0.99 0.164
N 1.84 -2.19 -2.69 0.153
C 0.94 -4.11 1.27 -0.666
C 2.11 4.12 0.30 -0.698
C -0.95 2.29 5.65 -0.691
C -1.34 -2.13 -4.74 -0.685
C 2.18 0.35 2.70 -0.623
C 3.21 -2.27 -2.72 -0.687
C -0.73 0.69 -0.14 -0.626
C -2.88 -2.52 -0.47 -0.613
C -2.22 4.72 -1.49 -0.651
H 0.08 2.26 3.88 0.041
H 1.25 -2.95 -2.95 0.051
H -2.49 2.68 -1.23 0.057
H -0.39 3.86 4.54 0.097
H 4.67 -3.43 -3.60 0.101
H -0.63 -3.90 -3.99 0.098
H 1.47 3.88 -1.65 0.086
H 1.49 -1.60 2.49 0.076
H -1.22 -2.77 -2.78 0.039
H -2.83 -4.52 -0.14 0.111
H -1.24 0.37 6.40 0.097
H 0.22 -3.08 -0.34 0.047
H 2.18 -5.66 0.77 0.094
H 1.86 -5.53 2.46 0.107
H -0.47 0.45 4.87 0.072
H 0.14 4.57 -0.02 0.037
H 4.16 0.56 2.30 0.103
H -0.56 2.58 0.49 0.085
H 1.39 -4.32 -0.74 0.087
H -1.88 -0.78 -3.28 0.072
H -3.94 3.53 -1.43 0.099
H -3.92 5.78 -1.87 0.097
H 3.16 -1.36 2.18 0.104
H -2.50 6.74 -1.61 0.109
H 1.42 -1.30 -2.49 0.097
H 0.51 -0.64 0.74 0.065
H -1.97 -0.21 -4.95 0.103
H 3.13 -4.06 -3.81 0.089
H -4.30 -3.71 0.30 0.105
H -3.28 -0.62 -0.76 0.085
H -4.18 -1.31 0.58 0.113
H 0.76 4.88 1.62 0.100
H 0.52 1.45 1.29 0.067
H 3.48 1.88 3.21 0.113
H -0.56 -1.34 -0.42 0.030
H 3.12 3.43 -1.30 0.102
```

=====

# 6
This record from OMol25 describes 4 unconnected molecules or ions with the total composition C30H63B2N4O5 in a non-equilibrium geometry. The level of theory is the ωB97M-V functional and the def2-TZVPD basis.

Results
Multiplicity: 4
Highest occupied orbital energy (spin up / spin down) (eV): -8.08 / -8.97
<S²>: 3.76

```
104
Properties=species:S:1:pos:R:3:lowdin_charge:R:1
O 2.49 1.70 -2.08 -0.030
O 0.84 -0.56 2.98 -0.039
O 2.07 -5.72 4.08 0.107
O 2.44 -4.71 7.17 -0.061
O -3.29 -0.35 -0.96 -0.031
N 0.04 0.42 2.78 -0.080
N 2.69 1.66 -3.34 -0.087
N -3.84 -1.16 -1.80 -0.086
N 1.71 -3.53 3.15 0.173
C 0.24 1.85 -3.44 -0.041
C 1.55 2.28 -4.09 -0.490
C 2.74 -3.36 7.00 -0.357
C 3.04 4.30 -4.53 -0.171
C -4.19 -3.60 -2.25 -0.032
C 1.43 2.34 3.52 -0.134
C -4.65 0.95 -2.76 -0.044
C -5.30 -2.48 -0.29 -0.133
C -1.26 1.52 0.94 -0.027
C 1.49 1.78 -5.54 -0.032
C -1.05 2.35 3.95 -0.032
C -5.26 -1.15 -3.86 -0.032
C 4.55 1.49 -5.01 -0.032
C 4.17 3.63 -3.74 -0.131
C 3.91 -3.00 6.08 -0.116
C 3.02 -3.95 8.31 -0.046
C 0.37 0.80 5.18 -0.045
C 0.07 0.85 1.34 -0.474
C 1.41 2.90 2.10 -0.168
C 1.68 3.80 -4.06 -0.133
C -5.00 -0.50 -2.48 -0.492
C 0.21 1.47 3.83 -0.492
C -2.83 -2.87 -0.35 -0.043
C 1.24 1.79 1.07 -0.130
C -6.26 -0.57 -1.62 -0.131
C 5.04 1.59 -2.61 -0.045
C 0.20 -0.38 0.45 -0.025
C 4.08 2.11 -3.68 -0.493
C -6.53 -1.95 -1.02 -0.171
C -4.05 -2.50 -1.18 -0.492
B 2.50 -4.41 3.97 -0.581
B 3.91 -3.93 4.81 0.029
H 0.61 3.65 1.99 0.102
H -2.98 -3.87 0.07 0.090
H -0.49 0.17 5.42 0.093
H 2.20 2.26 -6.20 0.057
H 3.10 5.38 -4.40 0.112
H 5.14 3.91 -4.16 0.124
H -4.33 -1.23 -4.42 0.093
H -6.17 0.15 -0.81 0.124
H -5.71 -2.13 -3.80 0.059
H -4.57 1.53 -1.84 0.079
H 4.82 -3.11 6.67 0.093
H -1.30 1.61 -0.15 0.076
H 1.49 3.14 4.25 0.124
H 2.04 -2.58 3.20 0.040
H 2.34 3.43 1.91 0.112
H 2.34 1.73 3.64 0.124
H 1.63 0.70 -5.59 0.094
H 0.50 2.01 -5.95 0.086
H -5.48 -3.49 0.08 0.126
H 4.36 0.42 -5.03 0.094
H -5.45 1.40 -3.36 0.087
H 4.98 -4.29 4.41 0.056
H 2.31 -3.86 9.12 0.102
H -1.02 2.89 4.89 0.085
H -3.43 -3.48 -3.02 0.094
H -5.10 -1.85 0.58 0.126
H 1.16 -0.87 0.56 0.084
H 0.16 2.20 -2.41 0.067
H 0.74 -3.53 3.44 0.084
H 5.62 1.64 -5.12 0.085
H 3.79 -1.95 5.80 0.112
H -4.03 -4.57 -1.79 0.087
H 3.17 4.11 -5.60 0.103
H 4.15 4.03 -2.72 0.124
H 2.17 1.21 1.03 0.127
H 1.11 2.21 0.07 0.106
H -7.11 -0.26 -2.23 0.124
H -1.95 1.75 3.93 0.094
H -5.16 -3.64 -2.73 0.057
H 6.06 1.81 -2.92 0.087
H 0.14 0.76 -3.44 0.095
H -2.11 0.92 1.25 0.088
H -0.59 2.28 -4.00 0.086
H -3.72 1.04 -3.31 0.088
H 4.87 2.05 -1.65 0.079
H -1.93 -2.89 -0.96 0.096
H 4.95 0.51 -2.50 0.094
H 0.88 4.23 -4.67 0.125
H 0.46 1.57 5.95 0.086
H -7.36 -1.88 -0.31 0.112
H 1.88 -2.70 6.98 0.141
H 1.51 4.15 -3.03 0.126
H -2.67 -2.19 0.48 0.069
H -1.13 3.11 3.17 0.057
H -0.59 -1.10 0.66 0.075
H 0.10 -0.06 -0.59 0.083
H -6.86 -2.65 -1.79 0.103
H 1.27 0.18 5.23 0.071
H -5.94 -0.52 -4.43 0.085
H -1.38 2.53 1.34 0.061
H 4.09 1.94 -5.89 0.059
H 3.93 -4.51 8.48 0.113
H 2.82 -6.32 4.17 0.086
```

=====

# 7
This record from OMol25 describes a molecular structure, C46H44N5O3P2RhS2 in a non-equilibrium geometry. The level of theory is the ωB97M-V functional and the def2-TZVPD basis.

Results
Multiplicity: 5
Highest occupied orbital energy (spin up / spin down) (eV): -6.06 / -7.62
<S²>: 6.02

```
103
Properties=species:S:1:pos:R:3:lowdin_charge:R:1
Rh 0.03 0.63 -0.03 0.610
S -0.99 3.31 2.45 0.647
S -0.19 0.09 -2.68 0.915
P 1.85 -0.94 -0.26 0.912
P -0.59 -1.52 1.05 0.957
O -2.29 3.49 1.87 -0.297
O -0.96 2.90 3.83 -0.299
O 1.68 2.43 0.10 -0.058
N 0.95 -2.13 0.58 -0.506
N 1.33 0.68 -4.72 0.112
N 0.49 2.50 -3.48 0.068
N -0.05 2.32 1.52 -0.120
N -4.73 0.13 1.56 -0.277
C 3.41 -1.12 -2.50 -0.119
C -4.47 1.17 2.52 -0.073
C 4.45 -1.94 0.33 -0.093
C 1.45 -3.44 0.92 -0.120
C -2.92 -4.75 -1.27 -0.079
C -3.59 -0.23 0.76 -0.200
C 0.43 -1.66 3.62 -0.084
C -5.45 -0.98 2.14 -0.103
C 0.64 1.19 -3.70 -0.735
C -0.01 6.02 2.78 -0.032
C -1.99 -2.27 4.81 -0.074
C 2.12 6.51 1.74 -0.070
C -4.39 1.32 -1.00 -0.033
C 3.54 -0.28 1.81 -0.102
C -0.87 -2.06 5.60 -0.077
C -2.97 2.87 -2.14 -0.090
C 0.96 2.98 0.95 -0.568
C 3.80 -1.58 -3.74 -0.085
C 1.69 2.89 -5.48 -0.003
C 1.04 6.90 2.53 -0.064
C 0.06 4.76 2.23 -0.192
C -0.69 -1.89 2.82 -0.329
C 4.66 -0.38 2.62 -0.074
C 5.69 -1.24 2.26 -0.082
C -1.89 -2.59 -1.10 -0.132
C 2.16 5.25 1.16 0.002
C 5.58 -2.02 1.13 -0.075
C 1.01 3.33 -4.36 -0.115
C -1.99 -4.03 0.83 -0.096
C -4.22 2.33 -1.92 -0.083
C -1.91 -2.17 3.44 -0.107
C 3.09 -2.60 -4.35 -0.081
C -1.87 2.33 -1.48 -0.195
C -2.53 -3.55 -1.85 -0.069
C 0.35 -1.75 5.00 -0.073
C -3.31 0.81 -0.29 -0.238
C 1.11 4.37 1.42 -0.136
C 1.59 -2.69 -2.47 -0.114
C 3.43 -1.05 0.66 -0.333
C 2.61 0.90 -6.74 -0.028
C -2.03 1.27 -0.58 -0.210
C 2.33 -1.70 -1.84 -0.405
C -1.61 -2.82 0.25 -0.336
C 1.98 -3.14 -3.72 -0.071
C 1.84 1.51 -5.61 -0.332
C -2.64 -4.98 0.07 -0.076
H 2.18 -0.06 -7.01 0.081
H -3.42 -5.51 -1.85 0.103
H -3.94 1.99 2.04 0.058
H 0.62 -4.07 1.25 0.073
H 1.41 -3.92 -4.22 0.106
H 3.63 0.74 -6.40 0.082
H 0.86 4.39 -4.15 0.115
H -1.59 -1.65 -1.54 0.021
H -2.94 -5.91 0.53 0.104
H 6.37 -2.71 0.86 0.105
H 3.93 -0.30 -2.02 0.116
H 2.19 -3.40 1.73 0.082
H 4.74 0.21 3.52 0.106
H 4.37 -2.56 -0.56 0.104
H 4.66 -1.14 -4.23 0.104
H 1.38 -1.41 3.16 0.083
H -2.74 -3.37 -2.89 0.108
H -1.77 -4.24 1.87 0.099
H -5.08 2.72 -2.46 0.097
H 6.58 -1.30 2.87 0.103
H -0.89 2.76 -1.67 0.059
H 2.62 1.57 -7.60 0.077
H 1.22 -1.56 5.61 0.105
H -2.94 -2.50 5.28 0.105
H 2.09 3.58 -6.21 0.106
H -0.93 -2.13 6.68 0.103
H -5.41 1.53 2.93 0.088
H 1.02 7.89 2.96 0.106
H -4.92 -1.42 2.99 0.068
H -5.61 -1.75 1.39 0.083
H -3.84 0.81 3.35 0.091
H 2.73 0.40 2.06 0.097
H -3.79 -1.19 0.28 0.113
H 3.40 -2.96 -5.32 0.103
H -0.86 6.30 3.39 0.122
H 0.70 -3.09 -2.00 0.092
H -5.37 0.91 -0.80 0.113
H 2.93 7.20 1.58 0.103
H 2.99 4.94 0.54 0.119
H -2.82 3.68 -2.83 0.098
H -6.42 -0.63 2.50 0.083
H 1.92 -3.91 0.05 0.079
H -2.68 -0.33 1.39 0.067
H -2.79 -2.33 2.83 0.086
```